{
  "formula": "C22H53F3N14O24P",
  "method": "wB97M-V/def2-TZVPD",
  "symbols": ["N", "C", "C", "C", "P", "N", "N", "C", "C", "C", "O", "C", "F", "F", "F", "C", "N", "C", "O", "C", "O", "C", "C", "O", "H", "H", "H", "H", "H", "H", "H", "H", "H", "H", "H", "H", "H", "H", "H", "H", "H", "H", "H", "H", "H", "H", "H", "C", "N", "O", "O", "H", "H", "H", "C", "N", "O", "O", "H", "H", "H", "C", "N", "O", "O", "H", "H", "H", "C", "N", "O", "O", "H", "H", "H", "C", "N", "O", "O", "H", "H", "H", "C", "N", "O", "O", "H", "H", "H", "C", "N", "O", "O", "H", "H", "H", "C", "N", "O", "O", "H", "H", "H", "C", "N", "O", "O", "H", "H", "H", "C", "N", "O", "O", "H", "H", "H"],
  "xyz": [[0.03555, -1.04746, 4.93385], [-0.30715, -2.06774, 4.26962], [-1.35156, -2.10140, 3.17280], [-0.90664, -1.97033, 1.71919], [0.42453, -3.21441, 1.26708], [1.63338, -3.27935, 2.24728], [-2.09363, -2.48392, 0.95907], [-2.60450, -1.72419, 0.07661], [-1.93312, -0.42740, 0.05357], [-1.69841, 0.20233, -1.30999], [-3.00141, 0.71547, -1.70189], [-3.01501, 2.04072, -2.02242], [-2.28459, 2.32548, -3.14522], [-4.32187, 2.42853, -2.22868], [-2.45072, 2.79516, -0.98973], [-0.78459, -0.51074, 1.09190], [-1.09026, 0.54525, 2.06463], [0.60899, -0.23547, 0.55261], [0.66867, 1.10517, 0.14955], [2.01104, 1.49960, 0.05890], [2.12578, 2.85323, -0.18727], [1.36409, 3.28993, -1.30395], [1.78869, 2.66379, -2.60798], [1.22656, 1.37228, -2.84651], [-0.48008, -0.22528, 4.62459], [0.14042, -3.01675, 4.53098], [-2.12069, -1.37074, 3.38800], [-1.81668, -3.08435, 3.24302], [0.74824, -2.85815, -0.05406], [-0.33954, -4.38121, 1.14126], [1.68656, -4.20989, 2.64469], [-2.43166, -3.42460, 1.14630], [-3.43972, -2.01160, -0.54111], [-2.67600, 0.22864, 0.51621], [-1.35254, -0.48408, -2.07303], [-0.98076, 1.00852, -1.24105], [-0.21695, 0.89483, 2.45746], [-1.39334, 1.36003, 1.54765], [1.30003, -0.41536, 1.38439], [0.92530, -0.88732, -0.25964], [2.49172, 1.30282, 1.01751], [2.53859, 0.92425, -0.70377], [0.29448, 3.16609, -1.15032], [1.55342, 4.35454, -1.38863], [2.87054, 2.64174, -2.68779], [1.43374, 3.32126, -3.40021], [1.95655, 0.74729, -2.82431], [-3.14792, 4.09786, 2.21219], [-2.43373, 3.20314, 3.16714], [-1.28467, 3.46867, 3.44769], [-3.04613, 2.24748, 3.58257], [-2.47617, 4.89491, 1.91920], [-3.42786, 3.48195, 1.36357], [-4.02993, 4.48506, 2.71144], [5.01983, -1.36877, -1.76479], [3.75308, -0.76012, -2.21968], [3.76838, 0.19878, -2.95894], [2.73358, -1.23849, -1.76495], [5.84908, -0.83064, -2.20682], [5.02395, -1.29111, -0.68150], [5.01350, -2.40774, -2.08069], [0.53313, 1.23604, -6.20618], [1.61709, 1.83435, -7.03165], [1.62167, 1.60644, -8.21686], [2.42738, 2.51547, -6.44229], [-0.12091, 0.66292, -6.85070], [1.00870, 0.61509, -5.45454], [0.00307, 2.05671, -5.73380], [1.46118, 3.82443, 4.00463], [2.03321, 2.45044, 3.96780], [1.46488, 1.61133, 3.28657], [3.03225, 2.24221, 4.60085], [0.57489, 3.84368, 3.38375], [1.22662, 4.04612, 5.04081], [2.22577, 4.49825, 3.63097], [-5.29386, -2.20020, 5.34519], [-4.39726, -3.10580, 4.57743], [-3.74914, -3.92302, 5.17994], [-4.36146, -2.95777, 3.36964], [-5.20952, -2.45202, 6.39441], [-4.96922, -1.18229, 5.15046], [-6.30239, -2.35618, 4.97602], [-0.57177, -8.34105, 1.78228], [-0.76204, -6.89442, 2.06924], [0.18688, -6.25029, 2.46367], [-1.86277, -6.42425, 1.88004], [0.45786, -8.59649, 1.99648], [-1.26042, -8.88764, 2.41861], [-0.81476, -8.49597, 0.73594], [-4.44374, 1.76896, -5.91093], [-4.25018, 1.35662, -7.32855], [-3.16597, 1.55674, -7.82869], [-5.19506, 0.84577, -7.87684], [-3.52073, 2.20273, -5.54856], [-5.25722, 2.48779, -5.88964], [-4.70618, 0.87819, -5.34876], [4.37897, 0.01519, 3.20267], [4.70760, -0.30749, 1.78665], [5.74320, 0.10269, 1.32344], [3.89575, -0.98246, 1.17710], [5.18496, 0.61216, 3.61016], [3.43757, 0.55527, 3.20478], [4.26720, -0.92547, 3.73250], [-3.28743, 5.01631, -4.49957], [-3.45603, 6.43939, -4.09710], [-2.47651, 7.03376, -3.71022], [-4.57243, 6.89432, -4.17503], [-2.24721, 4.74593, -4.37263], [-3.93605, 4.42809, -3.86400], [-3.59275, 4.93617, -5.53872], [6.16521, -4.14502, 1.45262], [7.16419, -3.55213, 0.51971], [7.02216, -3.76393, -0.66576], [8.04769, -2.89526, 1.01208], [5.44032, -4.69912, 0.87025], [6.70628, -4.79059, 2.13675], [5.69689, -3.32689, 1.98997]],
  "e_homo_ev": -11.8160,
  "mol_weight_da": 985.7,
  "charge": 1
}

=====

{
  "formula": "CH5O2P",
  "method": "wB97M-V/def2-TZVPD",
  "symbols": ["C", "O", "O", "P", "H", "H", "H", "H", "H"],
  "xyz": [[-1.06350, -0.48437, -0.03413], [0.60511, 1.23873, 0.84368], [1.47787, -1.05958, -0.07946], [0.48077, 0.10755, -0.32834], [-1.38960, -1.05042, -0.90086], [-1.90765, 0.32040, 0.03976], [-0.19345, 1.68627, 1.12613], [0.76763, -1.56566, 0.53943], [1.22283, 0.80709, -1.20622]],
  "e_homo_ev": -8.8460,
  "de_lowest_kcal_mol": 23.2,
  "smiles": "C=[PH](O)O",
  "mol_weight_da": 80.0
}

=====

{
  "formula": "C3H4OS",
  "method": "wB97M-V/def2-TZVPD",
  "symbols": ["C", "C", "C", "O", "S", "H", "H", "H", "H"],
  "xyz": [[0.67099, 0.23305, -0.71856], [1.17158, 0.17010, 0.51766], [-0.70446, -0.33255, -0.56697], [-1.22850, 0.38401, 1.92270], [-0.36183, -0.56981, 1.25348], [0.94375, 0.57091, -1.61667], [2.12782, 0.46673, 1.03093], [-1.65252, 0.40620, -0.64718], [-0.96684, -1.32865, -1.17537]],
  "e_homo_ev": -9.0290,
  "de_lowest_kcal_mol": 59.7,
  "mol_weight_da": 88.1
}

=====

{
  "formula": "C26H35BFeN5O8P2S",
  "method": "wB97M-V/def2-TZVPD",
  "symbols": ["Fe", "O", "C", "C", "C", "C", "C", "C", "C", "O", "N", "O", "O", "H", "H", "H", "H", "C", "P", "C", "C", "C", "P", "C", "C", "H", "H", "H", "H", "H", "H", "H", "H", "H", "H", "H", "H", "H", "H", "H", "H", "N", "C", "O", "C", "C", "C", "C", "N", "C", "H", "H", "H", "H", "H", "H", "B", "C", "N", "H", "H", "H", "N", "C", "C", "C", "C", "C", "C", "S", "O", "O", "O", "H", "H", "H", "H", "H", "H"],
  "xyz": [[-0.55203, 0.07946, -0.27883], [2.36130, 0.33488, 1.80996], [2.15768, 0.95786, 2.83093], [1.05595, 1.85839, 3.17358], [1.23522, 2.50710, 4.40108], [0.35395, 3.45280, 4.84823], [-0.75093, 3.81525, 4.07267], [-0.95627, 3.19323, 2.87670], [-0.09330, 2.15907, 2.36543], [-0.42767, 1.61132, 1.26746], [0.58089, 4.10614, 6.13750], [-0.23109, 4.94078, 6.49731], [1.55214, 3.76940, 6.78881], [2.91328, 0.89121, 3.63943], [2.09796, 2.26602, 5.00902], [-1.42382, 4.58030, 4.43409], [-1.80512, 3.46580, 2.26213], [-1.06428, 1.82335, -3.24438], [-0.85887, 1.98640, -1.44936], [0.36818, 3.31544, -1.29754], [-2.43225, 2.76925, -0.91337], [-3.48592, 1.67172, -0.70590], [-2.78324, 0.25841, 0.24121], [-3.88408, -1.11007, -0.24132], [-3.35920, 0.50398, 1.95150], [-1.89200, 1.14733, -3.45774], [-0.17182, 1.37278, -3.68171], [-1.24345, 2.79297, -3.71260], [0.01269, 4.23615, -1.76404], [1.30066, 3.01789, -1.78024], [0.56679, 3.48738, -0.24067], [-2.76449, 3.52052, -1.63325], [-2.21014, 3.26665, 0.03240], [-3.78784, 1.25871, -1.67283], [-4.38664, 2.05224, -0.21872], [-4.92788, -0.83566, -0.07490], [-3.65431, -1.98563, 0.36891], [-3.73825, -1.38188, -1.28703], [-4.43182, 0.70479, 1.95557], [-2.82837, 1.32249, 2.43351], [-3.17488, -0.40718, 2.52081], [-0.60910, -5.54865, -0.53688], [-0.70617, -5.35030, 0.78630], [-0.81715, -6.25417, 1.59665], [-0.66718, -3.92253, 1.28883], [-0.73478, -3.72978, 2.65806], [-0.64247, -2.44664, 3.16739], [-0.51999, -1.39021, 2.28442], [-0.47917, -1.56044, 0.95871], [-0.52719, -2.81093, 0.47596], [-0.47080, -6.49674, -0.84799], [-0.46514, -4.82146, -1.21376], [-0.83096, -4.60044, 3.29339], [-0.66049, -2.25858, 4.23206], [-0.44654, -0.36657, 2.62899], [-0.43459, -2.89270, -0.59626], [-2.06381, -2.61040, -3.78554], [-1.45270, -1.66220, -2.66351], [-1.07448, -0.97531, -1.81661], [-1.54646, -2.34774, -4.84806], [-3.26078, -2.37922, -3.79007], [-1.83804, -3.75432, -3.44328], [1.47980, -0.16238, -0.81564], [1.97864, -1.51368, -0.97783], [2.51302, -2.19520, 0.10370], [2.90652, -3.51738, -0.04792], [2.75366, -4.16828, -1.26657], [2.24248, -3.46195, -2.35061], [1.87422, -2.13240, -2.21356], [3.22741, -5.88167, -1.45044], [4.56641, -5.81590, -2.01125], [2.22214, -6.42039, -2.35552], [3.16538, -6.40743, -0.09410], [1.59191, 0.28709, -1.71776], [2.02609, 0.35160, -0.12659], [2.62575, -1.69065, 1.05786], [3.30348, -4.07990, 0.78753], [2.11582, -3.97675, -3.29419], [1.44040, -1.59744, -3.05227]],
  "e_homo_ev": -5.5448,
  "de_lowest_kcal_mol": 0.0,
  "mol_weight_da": 706.3,
  "charge": -1
}

=====

{
  "formula": "C26H25As2Cl2F3NO8STi",
  "method": "wB97M-V/def2-TZVPD",
  "symbols": ["Ti", "Cl", "C", "C", "C", "C", "C", "Cl", "C", "S", "H", "H", "H", "C", "O", "C", "O", "C", "C", "As", "C", "C", "C", "As", "C", "C", "O", "O", "C", "C", "O", "O", "C", "C", "O", "O", "C", "H", "H", "H", "H", "H", "H", "H", "H", "H", "H", "H", "H", "H", "H", "H", "H", "H", "H", "F", "C", "F", "F", "C", "C", "C", "N", "C", "C", "H", "H", "H", "H"],
  "xyz": [[1.75363, 0.11835, -0.01402], [3.30513, 1.21829, -1.33850], [3.87409, 2.58676, -0.29634], [4.82851, 3.40728, -0.83082], [5.27500, 4.44613, -0.01849], [4.77022, 4.61624, 1.25905], [3.80318, 3.75101, 1.75850], [3.19212, 3.99245, 3.33897], [3.33218, 2.69738, 0.97738], [2.08819, 1.60347, 1.61924], [5.21329, 3.26441, -1.83313], [6.02612, 5.12686, -0.39761], [5.12316, 5.42483, 1.88687], [-0.17863, 4.60918, 0.56917], [-0.44378, 3.23740, 0.15094], [-1.67054, 2.77918, 0.44009], [-2.50110, 3.39371, 1.03793], [-1.82523, 1.34603, 0.00924], [-2.83103, 0.59640, 0.47088], [-3.47484, -1.33353, 0.21997], [-2.52740, -2.05561, 1.75823], [-2.16129, -1.35500, -1.27946], [-0.86819, -1.12532, -1.06892], [-0.37938, 0.78428, -1.19791], [-0.04247, 2.00689, -2.64268], [0.11782, -1.89059, -0.21174], [-0.15641, -3.17420, 0.19481], [0.53440, -1.00776, 0.96103], [0.79313, -1.62511, 2.30762], [-2.75631, -0.61139, -2.47569], [-2.31900, 0.46876, -2.77968], [-3.77636, -1.12304, -3.10805], [-4.28201, -2.48274, -2.89776], [-3.68990, 1.12559, 1.62711], [-3.25654, 0.87709, 2.71805], [-4.87621, 1.64761, 1.41572], [-5.27142, 2.08550, 0.09146], [0.84870, 4.80429, 0.28021], [-0.30800, 4.69336, 1.64257], [-0.85734, 5.28398, 0.05916], [-3.22491, -2.00251, 2.59146], [-1.66233, -1.45488, 2.00497], [-2.28084, -3.09612, 1.55996], [-0.98118, 2.50753, -2.83182], [0.25989, 1.44034, -3.51640], [0.72958, 2.69073, -2.31215], [0.62819, -0.83120, 3.02270], [1.81103, -1.98765, 2.34794], [0.09121, -2.43131, 2.45273], [-4.57431, -2.83125, -3.87887], [-5.14384, -2.43285, -2.24399], [-3.50801, -3.12687, -2.49079], [-4.89995, 3.09051, -0.07064], [-6.35298, 2.07348, 0.09037], [-4.89952, 1.40903, -0.67631], [1.02189, -6.57720, -0.44278], [1.57608, -5.93758, 0.58483], [0.66759, -5.82565, 1.56063], [2.61626, -6.61771, 1.02810], [1.96579, -4.53339, 0.15249], [3.16304, -4.02398, 0.42292], [3.42642, -2.60077, 0.20110], [2.62249, -1.79564, -0.40030], [1.40169, -2.34545, -1.00588], [0.94626, -3.74025, -0.60930], [3.93088, -4.61254, 0.90933], [4.32225, -2.16730, 0.63828], [1.38550, -2.12333, -2.06486], [0.53633, -4.32467, -1.42716]],
  "e_homo_ev": -17.3632,
  "de_lowest_kcal_mol": 121.6,
  "mol_weight_da": 837.2,
  "charge": 3
}

=====

Number 1: Kohn-Sham gap 7.9706 eV. Number 2: Kohn-Sham gap 9.7294 eV. Number 3: Kohn-Sham gap 9.8473 eV. Number 4: Kohn-Sham gap 6.8630 eV. Number 5: Kohn-Sham gap 6.0399 eV.